(1)
{
  "formula": "C22H41BrIrNP3S",
  "method": "ωB97M-V/def2-TZVPD",
  "symbols": ["Ir", "P", "P", "P", "H", "C", "C", "H", "C", "C", "C", "C", "C", "C", "C", "C", "C", "H", "H", "H", "H", "H", "H", "H", "H", "H", "H", "H", "H", "H", "H", "H", "H", "H", "H", "H", "H", "H", "H", "H", "H", "H", "H", "H", "H", "H", "C", "C", "C", "C", "C", "C", "S", "H", "H", "H", "H", "H", "H", "Br", "C", "C", "C", "C", "N", "C", "H", "H", "H", "H"],
  "positions_angstrom": [[-0.201, 0.489, 0.718], [-1.586, 2.041, 0.277], [-1.830, -1.619, 1.702], [1.743, 1.423, -0.302], [-1.016, -3.062, -0.811], [-0.025, -2.784, -1.177], [0.890, -2.255, -0.337], [0.895, -2.430, 0.758], [-2.666, 1.887, -1.164], [-2.753, 1.989, 1.687], [-0.899, 3.710, 0.291], [-1.259, -3.309, 1.944], [-2.097, -0.963, 3.358], [-3.489, -1.752, 0.940], [3.176, 0.327, -0.668], [2.466, 2.596, 0.924], [1.719, 2.549, -1.764], [0.112, -2.793, -2.251], [1.706, -1.525, -0.592], [-3.280, 2.798, -1.196], [-3.340, 1.026, -1.062], [-2.094, 1.776, -2.093], [-3.495, 2.775, 1.531], [-2.233, 2.162, 2.634], [-3.271, 1.024, 1.743], [-1.755, 4.387, 0.153], [-0.177, 3.839, -0.528], [-0.408, 3.898, 1.257], [-2.162, -3.903, 2.146], [-0.589, -3.344, 2.811], [-0.741, -3.721, 1.074], [-3.135, -1.141, 3.627], [-1.881, 0.103, 3.459], [-1.462, -1.502, 4.057], [-3.994, -2.635, 1.352], [-3.403, -1.871, -0.147], [-4.107, -0.875, 1.157], [3.994, 0.930, -1.096], [2.909, -0.429, -1.417], [3.522, -0.168, 0.251], [3.257, 3.173, 0.431], [2.905, 2.066, 1.776], [1.709, 3.297, 1.295], [2.189, 2.055, -2.629], [2.288, 3.473, -1.514], [0.702, 2.824, -2.070], [0.840, -0.848, -4.252], [0.257, -0.316, -5.448], [0.428, -0.971, -6.663], [1.196, -2.152, -6.706], [1.804, -2.677, -5.554], [1.656, -2.012, -4.336], [0.380, -0.204, -2.764], [-1.763, -0.005, 1.001], [-0.380, 0.572, -5.338], [-0.076, -0.569, -7.569], [1.331, -2.635, -7.668], [2.387, -3.607, -5.635], [2.125, -2.394, -3.438], [2.092, -2.626, 5.075], [1.635, -0.949, 4.317], [1.406, 0.156, 5.130], [0.888, 1.305, 4.537], [0.569, 1.294, 3.191], [0.790, 0.207, 2.436], [1.436, -0.886, 2.935], [1.603, 0.064, 6.200], [0.691, 2.223, 5.071], [0.128, 2.165, 2.694], [1.745, -1.674, 2.251]],
  "forces_ev_per_angstrom": [[0.684, -3.406, -1.816], [-2.578, 3.112, 0.586], [-1.232, -0.795, 0.277], [2.361, 1.035, -0.610], [0.565, -0.826, -0.206], [0.335, 1.071, 0.723], [0.446, 0.758, 0.343], [-0.625, 0.090, -0.863], [0.055, -0.352, -0.362], [-0.185, 0.500, -0.222], [-0.156, -0.057, -0.203], [0.347, -0.509, 0.028], [0.218, 0.128, 0.278], [0.237, -0.019, -0.239], [-0.046, 0.078, -0.009], [-0.099, -0.159, 0.382], [-0.256, 0.115, -0.363], [-0.142, 0.102, 0.027], [-0.532, -1.810, -0.310], [0.155, -0.116, -0.075], [0.215, 0.175, 0.028], [-0.199, 0.167, 0.185], [-0.099, 0.070, 0.221], [-0.121, 0.101, -0.135], [0.054, 0.382, -0.100], [0.382, 0.096, 0.085], [-0.328, 0.154, 0.343], [-0.250, 0.097, -0.312], [0.246, 0.032, 0.035], [-0.113, -0.034, -0.156], [-0.245, -0.052, 0.260], [-0.153, -0.001, 0.137], [-0.118, -0.166, -0.073], [0.022, -0.058, 0.100], [0.091, 0.149, -0.040], [-0.079, -0.023, 0.203], [0.123, -0.107, -0.043], [-0.257, -0.098, 0.290], [0.193, 0.229, 0.144], [-0.041, 0.113, -0.292], [-0.147, -0.203, 0.051], [-0.102, 0.046, -0.144], [0.227, -0.121, -0.133], [-0.068, 0.212, 0.400], [-0.418, -0.679, -0.205], [0.268, 0.005, 0.028], [0.016, -0.498, -0.583], [-0.439, 0.205, -0.740], [-0.627, 0.959, 0.584], [-0.213, 0.406, -0.542], [0.265, 0.150, 1.254], [0.258, -0.969, -0.718], [-0.178, 0.009, -0.598], [0.658, -0.160, -0.367], [0.313, -0.376, -0.391], [0.542, -0.397, 0.728], [0.016, -0.121, 0.105], [-0.241, 0.586, 0.189], [0.054, -0.081, -0.105], [0.068, 0.642, -0.293], [0.309, -1.222, -0.447], [-0.318, 0.258, 0.052], [-0.028, 0.164, 0.044], [0.176, 0.200, 1.065], [1.331, 0.075, 1.063], [-0.677, 0.775, 0.621], [-0.047, 0.264, -0.268], [0.101, -0.079, 0.353], [0.271, -0.367, 0.429], [-0.243, 0.154, 0.326]],
  "lowdin_charge": [0.927, 0.560, 0.821, 0.652, 0.061, -0.041, -0.123, 0.018, -0.183, -0.215, -0.198, -0.190, -0.199, -0.194, -0.236, -0.220, -0.261, 0.032, 0.003, 0.092, 0.069, 0.046, 0.087, 0.058, 0.028, 0.092, 0.041, 0.059, 0.095, 0.065, 0.038, 0.090, 0.029, 0.066, 0.084, 0.066, 0.059, 0.091, 0.013, 0.071, 0.082, 0.062, 0.039, 0.053, 0.088, 0.029, -0.590, -0.041, 0.022, 0.064, 0.026, -0.056, 1.000, -0.106, 0.128, 0.159, 0.150, 0.153, 0.116, 0.912, -0.624, -0.008, 0.029, -0.180, -0.202, -0.142, 0.148, 0.144, 0.089, 0.102],
  "charge": 4,
  "homo_lumo_gap_ev": [7.33, 5.24],
  "lumo_energy_ev": [-11.4636, -14.9021],
  "spin_multiplicity": 6,
  "e_tot_ev": -136506.0323,
  "homo_ev": [-18.80, -20.14],
  "de_lowest_kcal_mol": 48.2
}


(2)
{
  "formula": "C22H41BrNP3SSn",
  "method": "ωB97M-V/def2-TZVPD",
  "symbols": ["Sn", "P", "P", "P", "H", "C", "C", "H", "C", "C", "C", "C", "C", "C", "C", "C", "C", "H", "H", "H", "H", "H", "H", "H", "H", "H", "H", "H", "H", "H", "H", "H", "H", "H", "H", "H", "H", "H", "H", "H", "H", "H", "H", "H", "H", "H", "C", "C", "C", "C", "C", "C", "S", "H", "H", "H", "H", "H", "H", "Br", "C", "C", "C", "C", "N", "C", "H", "H", "H", "H"],
  "positions_angstrom": [[-0.137, -0.619, -0.224], [-2.139, 1.298, 0.626], [-0.502, -2.074, 2.096], [-1.553, -1.672, -2.198], [2.569, 2.374, 0.739], [2.647, 2.931, -0.188], [1.830, 3.976, -0.386], [1.573, 4.653, 0.453], [-2.038, 2.811, 1.650], [-3.668, 0.609, 1.332], [-2.701, 2.014, -0.958], [0.894, -3.261, 2.117], [-0.690, -1.703, 3.879], [-1.932, -3.165, 1.734], [-1.426, -0.606, -3.684], [-3.322, -1.801, -1.792], [-0.973, -3.382, -2.465], [3.335, 2.523, -0.950], [1.550, 4.329, -1.391], [-1.027, 3.229, 1.569], [-2.195, 2.573, 2.712], [-2.772, 3.572, 1.345], [-3.520, 0.371, 2.394], [-3.957, -0.313, 0.817], [-4.485, 1.342, 1.250], [-1.847, 2.479, -1.475], [-3.487, 2.769, -0.799], [-3.096, 1.209, -1.600], [0.643, -4.145, 2.722], [1.791, -2.770, 2.524], [1.090, -3.566, 1.078], [-0.654, -2.640, 4.456], [-1.640, -1.182, 4.072], [0.131, -1.055, 4.219], [-1.983, -3.992, 2.455], [-1.817, -3.579, 0.721], [-2.864, -2.581, 1.782], [-1.531, -1.227, -4.591], [-0.463, -0.073, -3.741], [-2.226, 0.149, -3.655], [-3.805, -2.427, -2.556], [-3.804, -0.814, -1.780], [-3.455, -2.258, -0.800], [-0.942, -3.599, -3.543], [-1.659, -4.085, -1.972], [0.026, -3.591, -2.052], [2.993, -1.257, -3.618], [3.816, -2.397, -3.824], [4.677, -2.392, -4.902], [4.837, -1.228, -5.673], [4.212, -0.030, -5.300], [3.299, -0.027, -4.239], [1.618, -1.460, -2.649], [1.556, -0.444, -0.895], [3.729, -3.235, -3.137], [5.252, -3.291, -5.117], [5.528, -1.227, -6.524], [4.451, 0.902, -5.806], [2.829, 0.885, -3.876], [3.082, 4.881, 4.762], [1.643, 3.671, 4.521], [0.737, 3.417, 5.566], [-0.271, 2.477, 5.369], [-0.329, 1.825, 4.126], [0.442, 2.176, 3.108], [1.405, 3.090, 3.251], [0.842, 3.974, 6.488], [-1.030, 2.257, 6.109], [-1.071, 1.032, 3.952], [1.981, 3.367, 2.363]],
  "forces_ev_per_angstrom": [[-0.765, 0.837, 1.276], [-0.927, 0.853, -0.481], [0.021, -1.907, 0.117], [-0.130, -0.069, -0.060], [0.938, 0.389, 0.405], [-0.578, -0.160, -0.564], [0.551, 0.392, -0.227], [-0.775, -0.890, -0.390], [1.092, 0.230, 0.421], [0.038, -0.781, 0.057], [0.292, -0.343, -0.473], [0.143, 0.423, -0.397], [-0.032, 1.074, -0.048], [-0.110, 0.413, -0.253], [0.170, 0.271, -0.042], [-0.030, 0.114, 0.297], [0.228, -0.430, 0.188], [-0.964, -0.074, 0.159], [0.773, 0.238, 0.550], [-0.407, 0.100, -0.087], [-0.115, 0.045, -0.475], [0.076, -0.502, -0.142], [-0.055, 0.056, -0.209], [-0.125, 0.148, 0.085], [0.320, -0.131, -0.046], [-0.309, -0.052, 0.134], [0.247, -0.307, 0.018], [0.080, 0.401, 0.156], [0.006, 0.336, -0.164], [-0.219, -0.237, -0.157], [0.121, -0.093, 0.330], [-0.061, 0.161, -0.407], [0.211, -0.291, 0.003], [-0.165, -0.268, -0.073], [0.060, 0.240, -0.134], [-0.069, 0.025, 0.295], [0.188, -0.262, -0.002], [-0.074, 0.162, 0.377], [-0.399, -0.404, 0.087], [0.102, -0.368, -0.020], [0.086, 0.140, 0.181], [0.140, -0.284, -0.120], [0.026, -0.026, -0.405], [-0.090, 0.076, 0.263], [-0.072, 0.298, -0.239], [-0.336, 0.331, -0.280], [0.083, -0.092, 0.764], [0.442, -0.121, -0.789], [-0.090, -0.587, 0.631], [0.424, -0.067, -0.240], [-0.948, 0.608, 1.128], [0.897, 0.292, -1.322], [0.553, 0.311, 0.420], [-0.473, -0.174, -0.367], [-0.076, -0.024, -0.367], [-0.060, 0.295, -0.069], [-0.314, -0.049, 0.343], [-0.060, -0.238, 0.008], [-0.038, -0.177, -0.329], [-1.465, -1.241, -0.277], [1.085, 1.351, 0.238], [-0.649, -0.448, 0.432], [0.446, 0.583, 0.045], [0.004, 0.426, 0.682], [1.264, 0.129, -0.990], [-0.568, -0.908, -0.294], [-0.078, -0.153, 0.139], [0.223, 0.076, 0.244], [0.411, 0.394, 0.076], [-0.116, -0.059, 0.389]],
  "lowdin_charge": [0.848, 0.748, 0.716, 0.700, 0.013, -0.081, -0.062, 0.058, -0.240, -0.240, -0.251, -0.240, -0.227, -0.243, -0.226, -0.222, -0.254, 0.066, 0.066, 0.031, 0.040, 0.088, 0.053, 0.033, 0.090, 0.065, 0.081, 0.021, 0.083, 0.072, 0.050, 0.091, 0.050, 0.051, 0.084, 0.040, 0.049, 0.089, 0.025, 0.061, 0.093, 0.046, 0.046, 0.084, 0.070, 0.019, -0.635, -0.064, -0.008, 0.035, -0.006, -0.056, 0.691, -0.126, 0.120, 0.138, 0.147, 0.133, 0.115, 1.152, -0.539, -0.018, 0.040, -0.108, 0.075, -0.094, 0.139, 0.141, 0.101, 0.090],
  "charge": 4,
  "homo_lumo_gap_ev": [5.91, 3.16],
  "lumo_energy_ev": [-12.9944, -14.8716],
  "e_tot_ev": -139500.2659,
  "homo_ev": [-18.90, -18.03],
  "de_lowest_kcal_mol": 93.6
}